[1]
Below is an isolated molecule of C20H16N6O2S2, with properties calculated with the ωB97M-V functional and the def2-TZVPD basis.

The geometry in XYZ format:
```
46
Properties=species:S:1:pos:R:3:forces:R:3
C -3.593 5.091 -4.617 -1.760 -1.061 1.313
C -2.360 4.478 -4.087 2.430 -1.470 -1.919
C -1.508 3.686 -4.930 0.440 0.449 2.250
C -0.284 3.282 -4.239 0.129 0.466 1.251
C -0.335 3.690 -2.889 -0.534 1.088 -2.668
C 0.658 3.598 -1.891 1.611 -0.284 3.887
C 0.788 4.553 -0.788 -0.146 0.773 -0.482
C 1.473 4.348 0.413 0.076 -0.626 -3.108
C 2.273 3.223 0.391 1.115 -1.485 1.040
N 3.141 2.769 1.425 -0.161 -1.698 -2.451
C 3.619 1.588 1.043 -2.408 2.106 -0.274
C 4.189 0.753 2.055 -0.721 -1.437 0.578
C 3.134 0.090 2.895 0.679 -2.575 3.395
N 3.399 -0.618 4.059 1.732 2.302 -3.858
N 2.248 -0.987 4.576 -2.738 0.809 -0.721
C 1.288 -0.505 3.812 0.477 0.069 0.029
C -0.176 -0.792 4.073 0.967 -0.298 -1.874
C -0.405 -2.278 4.042 -1.064 -2.586 0.743
O -1.391 -2.729 4.645 2.239 0.402 -1.615
N 0.482 -3.050 3.211 -0.234 -0.083 1.051
C 0.455 -4.508 3.052 0.228 -0.748 0.163
C 1.429 -5.369 3.818 -2.734 3.156 -1.856
N 2.353 -5.873 4.224 2.053 -1.609 1.277
C 0.320 -4.936 1.595 0.382 0.494 -0.910
C -0.804 -5.215 2.541 -0.536 1.320 0.178
O 1.822 0.164 2.690 -0.746 -0.582 1.373
S 3.051 0.830 -0.484 0.201 2.400 1.226
C 2.176 2.363 -0.695 -1.790 -1.260 -2.338
N 1.319 2.459 -1.779 1.901 -0.190 1.327
S -1.679 4.724 -2.497 -0.477 -0.970 -1.794
H -3.775 6.075 -4.204 0.108 0.422 -0.348
H -3.615 5.030 -5.693 0.095 0.399 -0.265
H -4.482 4.491 -4.266 0.674 0.464 -0.314
H -1.719 3.330 -5.949 -0.145 0.640 0.533
H 0.717 2.839 -4.633 -2.351 0.537 0.537
H 0.447 5.559 -1.000 -0.572 -0.067 0.284
H 1.581 5.044 1.189 -0.209 1.016 0.825
H 4.655 1.343 2.772 1.460 1.173 1.057
H 4.858 0.063 1.607 0.738 -1.008 0.051
H -0.933 -0.449 3.352 0.742 0.456 -0.127
H -0.485 -0.416 5.012 -0.125 0.247 1.067
H 1.422 -2.664 2.985 -1.356 -0.264 0.433
H 0.861 -5.839 1.271 -0.097 0.758 0.124
H 0.327 -4.057 0.881 -0.290 -1.365 0.898
H -0.882 -6.279 2.810 -0.295 0.809 0.065
H -1.717 -4.558 2.546 1.010 -1.087 -0.035
```
Positions in Å, forces in eV/Å.

Computed properties:
SMILES   Cc1ccc(-c2ccc3nc(Cc4nnc(CC(=O)NC5(C#N)CC5)o4)sc3n2)s1
Energy above the lowest of the compared OMol25 structures with the same formula, charge and spin   233.9 kJ/mol
Multiplicity   1
Energy   -2047.0055 hartree

---

[2]
Below is a cluster of 2 separate species, C4H12NP in total, with properties calculated with the ωB97M-V functional and the def2-TZVPD basis.

The geometry in XYZ format:
```
18
Properties=species:S:1:pos:R:3:forces:R:3
C -1.719 1.487 -0.702 2.446 -1.611 2.495
C 2.474 0.426 -0.123 -2.361 0.638 1.362
C -1.443 -1.510 -0.606 0.269 0.562 0.584
C -0.675 0.189 1.610 4.657 -1.870 -1.347
N 1.519 -0.630 -0.401 -2.577 -0.045 1.553
P -0.748 0.145 -0.160 -0.443 -1.758 -0.936
H -1.740 1.440 -1.725 -0.604 0.251 -2.816
H -1.191 2.365 -0.343 -0.405 0.592 0.130
H 1.988 1.317 -0.617 1.602 0.033 0.684
H 2.446 0.491 1.012 0.549 0.586 -1.343
H 3.467 0.158 -0.464 0.213 0.259 -0.175
H -0.898 -2.218 -0.020 0.668 -0.307 0.735
H -2.478 -1.606 -0.231 0.260 0.256 -0.900
H -1.181 -1.840 -1.602 -0.744 0.313 -0.509
H 0.140 0.917 1.544 -0.053 0.576 1.359
H -1.444 0.420 2.234 -2.325 0.935 1.207
H -0.118 -0.738 1.960 -0.792 0.972 -0.432
H 1.601 -0.815 -1.365 -0.360 -0.385 -1.650
```
Positions in Å, forces in eV/Å.

Computed properties:
Energy above the lowest of the compared OMol25 structures with the same formula, charge and spin   426.9 kJ/mol
Multiplicity   1
Energy   -555.5538 hartree